20
Properties=species:S:1:pos:R:3:forces:R:3 method="wB97M-V/def2-TZVPD" gap_ev=9.973 e_above_lowest_kcal_mol=109.0 max_force_ev_per_a=4.654 total_energy_ha=-423.2802 total_charge=0
C 0.026 0.604 0.016 -3.98 1.55 -0.96
C -0.542 -0.743 -0.264 3.95 -2.32 0.82
C 0.569 0.899 1.395 -0.06 -0.08 0.64
C 0.822 1.245 -1.103 0.05 -0.02 0.02
C -1.568 -1.381 0.641 0.12 0.02 0.10
O 0.862 -1.553 0.041 -1.94 0.02 -0.76
O 1.567 -1.701 -1.217 0.02 0.12 0.49
O -1.481 1.229 -0.069 1.74 0.59 0.43
H 2.466 -1.520 -0.895 -0.23 -0.07 -0.27
H -1.733 1.320 -1.001 0.38 0.00 0.18
H -0.738 -0.936 -1.318 0.10 0.16 0.06
H 0.044 1.743 1.848 0.03 0.06 -0.29
H 1.638 1.127 1.374 -0.14 0.08 -0.25
H 0.479 0.078 2.110 -0.20 -0.12 -0.30
H 0.771 2.334 -1.014 0.02 -0.13 0.16
H 0.436 0.974 -2.088 0.02 -0.07 0.10
H 1.871 0.945 -1.054 -0.12 -0.01 -0.02
H -2.575 -1.083 0.342 0.20 0.03 0.06
H -1.423 -1.111 1.689 -0.02 0.07 -0.10
H -1.490 -2.469 0.567 0.08 0.13 -0.10